Computed, not measured: 2 unconnected molecules or ions with the total composition C7H12NP, with wB97M-V/def2-TZVPD.

Summary:
- highest occupied orbital energy (eV) = -9.0
- SMILES string = [H]/N=C(C)\C=P/[H].C=C=CC
- orbital gap (eV) = 8.2
- lowest unoccupied orbital energy (eV) = -0.77
- strongest force on any atom (Eh/bohr) = 0.1037
- total charge = 0

Each line ends with the Mulliken charge.
Element x y z (Å)
H 3.39135 1.55778 0.48856  0.36
H -0.79626 -1.42434 -1.75774  -0.11
P -0.08228 -1.50437 -0.56405  -0.02
H 2.65354 -2.17612 1.40370  0.25
H -3.84591 -0.49822 1.59758  0.30
H -2.04528 -0.52999 -1.85051  0.32
H -0.99413 -0.91730 1.54729  0.37
C 2.59527 0.97453 0.07899  0.18
H 3.67459 -1.90353 -0.18748  0.23
H -2.78394 0.92421 1.69286  0.33
C 2.58386 -0.30081 0.36249  -0.19
C -2.44142 -0.27041 -0.01062  0.87
H 2.11823 1.56267 -1.84435  0.26
C -3.27534 0.25957 1.00086  -1.27
C -1.26838 -0.94950 0.51931  -0.38
H 1.62395 2.72411 -0.65938  0.33
H 0.69705 1.23301 -0.92278  0.20
C 1.68023 1.66624 -0.89996  -0.90
N -2.55890 0.05416 -1.22575  -0.73
H -4.05226 0.99036 0.58305  0.32
C 3.12603 -1.47204 0.64793  -0.72

---

Computed, not measured: a single C12H9O2P molecule, with wB97M-V/def2-TZVPD.

Summary:
- highest occupied orbital energy (alpha / beta) (eV) = -9.0 / -7.2
- orbital gap (alpha / beta) (eV) = 8.2 / 6.8
- lowest unoccupied orbital energy (alpha / beta) (eV) = -0.74 / -0.41
- strongest force on any atom (Eh/bohr) = 0.0915
- total charge = 0

Each line ends with the Mulliken charge.
Element x y z (Å)
H 3.93171 -2.88330 0.85537  0.31
H -2.06988 -2.23491 2.03297  0.25
P 2.11842 -2.41191 -0.71562  0.14
C -3.37505 -1.49714 0.43079  -0.28
C 2.95305 1.38585 0.42524  -0.57
C -2.29650 -0.66878 -1.50518  -0.29
H 3.50352 1.99327 1.11672  0.31
C -1.05589 -1.38403 0.32514  -0.03
C 3.05993 -0.00801 0.35004  -0.57
C 1.92582 2.12590 -0.11940  -0.59
O 0.04282 -0.69665 -1.69861  -0.53
H -4.37645 -1.09312 -1.46038  0.33
H -4.15863 -1.67725 1.10314  0.40
C -3.49045 -0.95212 -0.86286  -0.60
C -1.03020 -0.87684 -0.92383  0.71
O 3.13638 -3.15287 0.38691  -0.49
H -2.20425 -0.29777 -2.52987  0.32
C -2.19136 -1.65800 1.02141  -0.57
H 0.01212 1.92059 -1.11112  0.38
C 0.97579 1.47087 -0.86845  -0.31
C 2.07801 -0.64478 -0.45732  0.99
C 1.05051 0.14086 -1.03231  -0.03
H 3.78612 -0.49600 0.92846  0.29
H 1.89734 3.17996 -0.04800  0.43

---

Computed, not measured: a single C3H7NOS2 molecule, with wB97M-V/def2-TZVPD.

Summary:
- highest occupied orbital energy (eV) = -9.1
- SMILES string = NC(=O)CCSS
- orbital gap (eV) = 9.7
- lowest unoccupied orbital energy (eV) = 0.53
- strongest force on any atom (Eh/bohr) = 0.0161
- total charge = 0

Each line ends with the Mulliken charge.
Element x y z (Å)
N -2.43136 0.53629 1.04859  -0.38
H 0.38446 -0.85448 -1.40959  0.39
S 3.61004 -1.22756 -1.03277  -0.23
C -1.62648 0.02598 0.07144  0.45
H 0.06993 0.96185 0.99043  0.35
O -2.01504 -0.80417 -0.72167  -0.58
H -3.42734 0.44044 0.95747  0.23
S 2.34480 0.39583 -0.90425  -0.10
H -2.05435 1.17633 1.72417  0.20
C -0.23235 0.63212 -0.00040  -0.62
H -0.34293 1.47253 -0.68170  0.33
H 4.08329 -1.16813 0.22123  0.16
H 0.86015 -1.18400 0.24345  0.39
C 0.77716 -0.40305 -0.50643  -0.59

---

Computed, not measured: a single C19H13N3O6 molecule, with wB97M-V/def2-TZVPD.

Summary:
- highest occupied orbital energy (eV) = -8.3
- SMILES string = O=C(N/N=C\c1ccc(-c2ccc([N+](=O)[O-])cc2)o1)c1ccc2c(c1)OCO2
- orbital gap (eV) = 7.1
- lowest unoccupied orbital energy (eV) = -1.16
- strongest force on any atom (Eh/bohr) = 0.0275
- total charge = 0

Each line ends with the Mulliken charge.
Element x y z (Å)
C 4.18490 1.47978 -1.21656  -0.59
C -1.28095 -0.93120 1.43263  -0.80
C 2.18997 1.58596 0.15053  -0.52
C 2.07524 -1.55940 -3.71170  -0.37
C -1.98078 0.70379 2.98612  1.12
H 1.03648 -3.10819 -4.91235  0.48
H -0.49331 -1.55262 1.03245  0.80
C 0.07224 -2.33471 -3.10367  0.97
O 0.45123 -1.40559 -2.19036  -0.37
H -3.58361 1.86555 5.19108  0.25
H 0.59383 0.30618 -0.42936  0.51
H -3.32780 3.16200 3.97401  0.24
O 3.46641 3.43245 1.63296  -0.62
C -2.95981 -2.02765 -0.10754  0.18
C 2.29143 0.07926 -1.73270  0.90
C 1.66886 -0.92950 -2.55318  0.04
O -4.10948 1.39478 3.25351  -0.48
H 0.05475 0.06733 2.80868  0.53
H 1.66742 2.01714 0.99069  0.60
C -3.30129 0.55178 2.54659  1.00
O 5.22681 3.36322 0.40032  -0.62
H -1.37725 -3.74536 -3.79620  0.37
H 5.18645 1.83028 -1.41350  0.49
C 1.05682 -2.45405 -4.06529  -1.15
H 2.98843 -1.39441 -4.24489  0.52
C -3.26734 2.07801 4.15774  -0.24
N -1.96938 -2.14906 -1.06254  0.58
C 3.48384 2.00953 -0.13653  -0.06
N -2.08754 -2.96871 -2.10629  -1.21
N 4.10362 3.00680 0.69141  1.02
O -1.93582 1.64125 3.97224  -0.48
C -2.58777 -1.07290 0.97761  0.26
C -1.17869 -3.04249 -3.00058  -0.56
C 3.59252 0.52188 -2.00699  -0.76
C 1.60045 0.62954 -0.64389  -0.48
O -4.01493 -2.60715 -0.16241  -0.60
C -3.63048 -0.33266 1.55301  -1.14
H -4.64330 -0.46750 1.21334  0.50
H 4.13439 0.10542 -2.84021  0.34
C -0.95516 -0.03728 2.44942  -1.16
H -1.14706 -1.55479 -0.97633  0.51

---

Computed, not measured: a molecular structure, C19H33AuNOSSi3, with wB97M-V/def2-TZVPD.

Summary:
- highest occupied orbital energy (eV) = -11.8
- orbital gap (eV) = 6.7
- lowest unoccupied orbital energy (eV) = -5.08
- strongest force on any atom (Eh/bohr) = 0.0350
- total charge = +1

Each line ends with the Mulliken charge.
Element x y z (Å)
C 0.29534 -0.13121 -3.13386  -0.51
H -0.63534 2.75552 -1.68982  0.37
C -0.12628 -2.70103 1.68053  -1.34
C 1.87121 2.49170 2.48313  -1.33
C -2.87093 -1.60727 1.80231  -1.27
C -1.05850 3.21895 0.51562  -1.34
H 1.94703 -1.35470 3.42424  0.34
S 0.27114 0.79555 -4.56258  -0.23
H -0.17994 -3.53656 2.38631  0.48
H 3.71044 0.04042 -0.64200  0.27
H -3.76837 1.01635 2.29515  0.30
H 0.93228 -2.46600 1.52636  0.42
H -3.05578 -1.41520 0.74325  0.32
C -0.36890 0.37181 1.64006  0.57
H 1.06973 -3.48150 -0.42524  0.51
H 1.54772 2.77998 3.48466  0.38
H -3.82752 2.46831 1.29821  0.42
H -0.56300 -3.04930 0.74025  0.44
H -1.51888 -0.27511 4.56095  0.29
H -1.63242 -2.03858 4.53672  0.43
H -0.50511 3.21797 3.59475  0.33
C -0.35595 1.98828 -2.37997  -0.69
C 2.14484 -0.28547 3.51701  -1.31
H -3.49085 0.90383 0.55130  0.34
H 1.77525 0.04887 4.48939  0.38
C -1.39940 2.61079 3.45396  -1.02
H 4.21422 -0.27952 1.02766  0.31
O 2.21307 0.23125 0.73450  -0.13
H -0.04869 -1.25434 4.56453  0.37
C 1.50343 -3.62554 -3.76427  -0.36
C 1.08631 -2.34105 -4.05909  -0.90
H -0.36649 3.11558 -4.25872  0.50
H -0.00001 3.22620 0.25242  0.43
H -1.39699 1.82571 4.21447  0.22
H 1.85751 -5.04162 -2.17641  0.44
C -0.06695 0.64026 -2.06316  0.13
Si -1.51882 1.89797 1.73091  0.24
H -2.26367 3.25142 3.65039  0.42
C 3.59129 0.35470 0.39341  -0.99
Si -1.12631 -1.24293 2.31281  0.08
H 1.82153 -4.28894 -4.55763  0.45
H 3.22988 -0.13986 3.51566  0.40
C 1.51905 -4.05164 -2.44590  -0.96
H -3.60665 -1.05076 2.37994  0.40
C -1.05866 -1.18242 4.16739  -1.12
H 3.92861 1.38872 0.48528  0.34
H -1.65163 3.06746 -0.38302  0.45
N 0.66262 -1.94936 -1.74472  -0.27
Au -0.02942 -0.36977 -0.33754  1.06
H 1.07422 -1.97446 -5.07707  0.40
C -0.20751 2.19524 -3.71834  -0.66
C 0.68682 -1.52081 -3.01948  1.41
H 1.44710 3.19826 1.77114  0.28
Si 1.44638 0.72861 2.13591  0.64
H 2.96031 2.59883 2.45567  0.43
H -3.04698 -2.67280 1.98439  0.43
H -1.31769 4.20189 0.91867  0.49
C 1.08493 -3.18595 -1.46045  -0.18
C -3.31059 1.51346 1.43970  -1.26

---

Computed, not measured: a single C5H7NO molecule, with wB97M-V/def2-TZVPD.

Summary:
- highest occupied orbital energy (eV) = -9.2
- SMILES string = C1=N[C@H]2C[C@H]2CO1
- orbital gap (eV) = 10.2
- lowest unoccupied orbital energy (eV) = 0.99
- strongest force on any atom (Eh/bohr) = 0.0075
- total charge = 0

Each line ends with the Mulliken charge.
Element x y z (Å)
H 2.44908 -0.97918 1.18207  0.39
O 1.68167 0.65930 0.32443  -0.39
C -0.62383 0.45536 -0.55076  -0.18
H -1.15629 -0.60976 1.37446  0.28
H 0.78260 2.04603 -0.85748  0.33
C 0.49128 1.35414 -0.06000  -0.47
C -1.42726 -0.47918 0.32918  -0.82
C -0.36483 -1.02365 -0.57522  0.15
H -0.61398 -1.61699 -1.45022  0.37
H -2.48299 -0.59839 0.09714  0.28
C 1.61836 -0.67038 0.54984  0.04
H -1.17251 0.87373 -1.39280  0.36
N 0.76817 -1.51905 0.15490  -0.59
H 0.19856 1.95208 0.81028  0.24

---

Computed, not measured: 2 unconnected molecules or ions with the total composition C5H9NO2, with wB97M-V/def2-TZVPD.

Summary:
- highest occupied orbital energy (eV) = -9.2
- SMILES string = CC(C)=CO.N=C=O
- orbital gap (eV) = 9.7
- lowest unoccupied orbital energy (eV) = 0.54
- strongest force on any atom (Eh/bohr) = 0.0896
- total charge = 0

Each line ends with the Mulliken charge.
Element x y z (Å)
H 0.49044 -1.09238 2.01120  0.32
H -2.11358 -1.49250 -0.60629  0.35
O 3.97889 0.25201 -0.61156  -0.49
H -0.63172 -2.38853 -0.08484  0.30
H -0.37503 1.85959 0.77307  0.23
C 2.97650 0.64185 -1.06202  0.37
H -1.24097 -0.86140 2.38752  0.36
H -1.35612 0.80814 -1.71022  0.33
C -1.03415 -1.36349 -0.46840  -1.56
H 1.06960 1.39125 -1.64827  0.34
C -0.74038 -0.20780 0.46402  1.09
H -0.20914 0.50476 2.45361  0.33
C -0.41680 -0.45931 1.93040  -1.34
O -0.89392 1.52445 -1.20750  -0.58
H -0.62919 -1.29025 -1.42562  0.48
C -0.82733 1.03516 0.11430  -0.32
N 1.95290 1.13844 -1.30939  -0.19

---

Computed, not measured: a single CH2NOP molecule, with wB97M-V/def2-TZVPD.

Summary:
- highest occupied orbital energy (eV) = -9.9
- orbital gap (eV) = 10.4
- lowest unoccupied orbital energy (eV) = 0.52
- strongest force on any atom (Eh/bohr) = 0.0774
- total charge = 0

Each line ends with the Mulliken charge.
Element x y z (Å)
H -0.57814 -1.69926 0.54724  0.33
C -1.30826 1.35927 -0.86459  -0.04
P 0.53062 0.16027 0.65738  0.19
H 1.83659 -0.01767 -0.07404  0.07
N -0.33590 1.31448 -0.26277  -0.11
O -0.14492 -1.11709 -0.00321  -0.43

---

Computed, not measured: 2 unconnected molecules or ions with the total composition C3H8N3, with wB97M-V/def2-TZVPD.

Summary:
- highest occupied orbital energy (alpha / beta) (eV) = -12.7 / -12.7
- orbital gap (alpha / beta) (eV) = 8.9 / 8.9
- lowest unoccupied orbital energy (alpha / beta) (eV) = -3.86 / -3.86
- strongest force on any atom (Eh/bohr) = 0.1015
- total charge = +1

Each line ends with the Mulliken charge.
Element x y z (Å)
N 0.96323 0.48823 -0.27831  0.05
H -1.01679 1.09885 -0.74565  0.25
N -1.66473 -1.25374 1.85034  -0.55
H 1.08555 -0.58721 -2.24787  0.30
C 0.46335 -0.41825 -1.35041  -0.35
H -2.45108 -1.94189 1.81877  0.31
C 0.01773 1.02303 -1.29794  -0.35
H -0.06914 1.04929 1.52596  0.35
H -0.29678 -1.07739 -0.96491  0.37
H 0.18480 2.00433 -1.83899  0.32
H 1.24211 -0.34732 1.79390  0.36
H 1.85920 1.01213 -0.29432  0.35
C 0.56841 0.20967 1.05874  -0.61
N -0.88586 -1.25972 0.97068  0.21

---

Computed, not measured: 2 unconnected molecules or ions with the total composition C10H15NO2S, with wB97M-V/def2-TZVPD.

Summary:
- highest occupied orbital energy (eV) = -7.2
- orbital gap (eV) = 4.5
- lowest unoccupied orbital energy (eV) = -2.69
- strongest force on any atom (Eh/bohr) = 0.0314
- total charge = 0

Each line ends with the Mulliken charge.
Element x y z (Å)
H -1.56267 -1.51030 2.34921  0.48
H -2.16677 -0.79031 -4.78833  0.28
C 3.50399 0.15420 1.63723  -0.30
C -0.75942 0.15717 1.28771  1.43
C 2.77873 -1.04430 1.68590  -0.71
H 3.35650 2.30821 1.49713  0.37
C 1.39141 -1.04172 1.56493  -0.17
O -1.86927 1.23005 -3.01342  -0.72
H -0.55156 -0.10225 -5.16602  0.28
H 3.29236 -1.98695 1.85299  0.37
H 0.89685 2.33719 1.26102  0.16
S -0.98176 0.07281 -2.87828  1.12
O 0.44594 0.26250 -2.66217  -0.68
C -1.57069 1.36403 1.60339  -1.31
C 1.43075 1.38557 1.35994  -0.27
H -1.84091 1.33686 2.67766  0.35
H -1.12403 2.33596 1.37761  0.41
C -1.11547 -0.75640 -4.47799  -0.88
C 2.81407 1.36576 1.47699  -0.74
H -2.52513 1.28987 1.05998  0.36
H -1.26046 -1.84280 0.60539  0.46
H -2.27956 -0.29301 -1.28668  0.16
H -0.67661 -1.75767 -4.46148  0.29
C 0.66515 0.17332 1.36540  0.50
C -1.56082 -1.08881 1.33248  -1.81
H -2.60100 -0.82377 1.10491  0.46
N -1.54427 -0.90912 -1.71295  -0.64
H 0.82523 -1.97283 1.62492  0.35
H 4.58942 0.14672 1.72256  0.40

---

Computed, not measured: 2 unconnected molecules or ions with the total composition C4H9NO, with wB97M-V/def2-TZVPD.

Summary:
- highest occupied orbital energy (eV) = -7.7
- orbital gap (eV) = 7.9
- lowest unoccupied orbital energy (eV) = 0.16
- strongest force on any atom (Eh/bohr) = 0.0060
- total charge = 0

Each line ends with the Mulliken charge.
Element x y z (Å)
H 2.26911 0.38552 0.36890  0.17
N 0.25349 -0.05047 0.44664  0.18
H 0.60232 -0.46627 -2.28899  0.04
H -1.73662 -0.63605 0.58061  0.32
O -2.81687 1.40433 -0.70855  -0.56
H -0.13433 -0.56689 -2.19999  -0.05
C -1.62225 1.25315 -0.48961  -0.13
H -0.90126 2.03871 -0.81063  0.19
H 1.12203 1.53654 -0.57503  0.23
C -1.07107 0.11864 0.18315  -0.06
H -0.13238 -1.35496 2.04296  0.37
C 0.56307 -1.27468 1.20711  -1.00
C 1.27780 0.66528 0.04392  -0.34
H 1.58590 -1.22837 1.57972  0.30
H 0.44386 -2.13295 0.54226  0.35

---

Computed, not measured: 2 unconnected molecules or ions with the total composition C4H14N2O, with wB97M-V/def2-TZVPD.

Summary:
- highest occupied orbital energy (eV) = -8.2
- SMILES string = CC(C)NCN.O
- orbital gap (eV) = 8.7
- lowest unoccupied orbital energy (eV) = 0.50
- strongest force on any atom (Eh/bohr) = 0.0235
- total charge = 0

Each line ends with the Mulliken charge.
Element x y z (Å)
H 2.59609 1.69287 -0.94142  0.30
C -0.96726 -1.11498 -1.15887  -1.30
H 1.26953 -1.69631 0.41011  0.29
C -0.11882 -0.94120 1.69896  -0.78
O 2.49329 1.67320 0.02136  -0.62
H 3.30953 2.12418 0.29595  0.30
H 0.09516 -1.11048 -1.40016  0.24
H -0.06917 -0.58365 2.72495  0.37
H -0.10770 1.48460 -1.39868  0.24
H -1.14138 -2.03574 -0.61537  0.34
H 0.47789 0.64868 0.60692  0.18
H -1.70609 1.30335 -2.04369  0.41
N 1.11455 -1.64839 1.41214  -0.59
H -1.45622 2.26709 -0.54789  0.33
H -1.51900 -1.13483 -2.09101  0.42
H -2.29772 0.01049 0.09266  0.22
C -1.27905 0.11329 -0.29234  0.56
H 1.88309 -1.10206 1.78031  0.29
N -0.41463 0.25449 0.87731  -0.24
H -1.00307 -1.58791 1.67803  0.41
C -1.15901 1.38334 -1.10927  -1.36

---

> Which value of strongest force on any atom does entry 3 give?

0.0161 Eh/bohr